Entry 1:
A cluster of 7 separate species, C30H48F16O12S5 in total in a non-equilibrium geometry. Source: the OMol25 dataset; level of theory: the ωB97M-V functional and the def2-TZVPD basis.

Last column: Löwdin charge in e.
Element x y z (Å)
C  -10.39  -9.96  15.78  -0.14
C  -10.29  -11.45  16.33  -0.24
C  -11.65  -12.10  16.56  -0.21
S  -12.58  -11.52  15.13  0.74
O  -14.09  -11.51  15.44  -0.39
O  -12.14  -12.38  14.00  -0.36
C  -11.86  -9.83  15.00  -0.16
H  -9.53  -9.94  15.11  0.07
H  -10.19  -9.30  16.61  0.10
H  -9.78  -11.35  17.28  0.10
H  -9.59  -12.03  15.72  0.10
H  -12.16  -11.52  17.33  0.10
H  -12.00  -13.14  16.49  0.11
H  -12.53  -9.29  15.67  0.08
H  -11.97  -9.40  14.00  0.07
C  -3.01  -12.82  11.37  -0.22
C  -2.84  -11.66  10.32  -0.19
C  -2.14  -12.33  9.11  -0.22
S  -2.69  -14.08  9.09  0.69
O  -1.63  -15.04  9.19  -0.32
O  -3.62  -14.19  7.96  -0.36
C  -3.65  -13.96  10.63  -0.22
H  -3.63  -12.50  12.21  0.09
H  -2.02  -13.07  11.76  0.11
H  -2.21  -10.81  10.58  0.11
H  -3.79  -11.43  9.83  0.09
H  -1.06  -12.37  9.22  0.10
H  -2.38  -11.91  8.13  0.10
H  -3.71  -14.94  11.11  0.11
H  -4.63  -13.54  10.40  0.11
C  -11.06  -8.51  9.93  -0.22
C  -10.38  -8.47  11.29  -0.23
C  -9.47  -9.66  11.37  -0.22
S  -10.44  -11.07  10.55  0.75
O  -11.10  -11.90  11.51  -0.32
O  -9.54  -11.52  9.44  -0.37
C  -11.61  -9.91  9.71  -0.21
H  -10.47  -8.13  9.11  0.12
H  -11.96  -7.92  10.05  0.11
H  -11.18  -8.52  12.03  0.10
H  -9.80  -7.57  11.53  0.11
H  -8.96  -9.96  12.29  0.09
H  -8.54  -9.62  10.80  0.06
H  -12.57  -10.10  10.19  0.10
H  -11.59  -10.21  8.66  0.10
C  -5.77  -5.68  9.15  -0.15
C  -7.05  -6.50  8.87  -0.23
C  -6.93  -7.85  9.61  -0.22
S  -5.15  -8.46  9.50  0.71
O  -5.05  -9.10  8.19  -0.32
O  -4.57  -9.14  10.64  -0.35
C  -4.47  -6.67  9.49  -0.14
H  -6.05  -4.98  9.94  0.10
H  -5.53  -5.12  8.25  0.10
H  -7.35  -6.76  7.86  0.11
H  -7.92  -5.93  9.17  0.11
H  -7.58  -8.63  9.21  0.09
H  -7.23  -7.75  10.66  0.08
H  -3.64  -6.63  8.79  0.09
H  -4.01  -6.51  10.47  0.07
C  -1.92  -4.78  15.46  -0.17
C  -2.04  -3.18  15.43  -0.18
C  -0.60  -2.74  14.90  -0.23
S  -0.34  -3.64  13.33  0.74
O  1.12  -3.77  13.29  -0.35
O  -1.32  -3.16  12.35  -0.35
C  -1.15  -5.17  14.12  -0.19
H  -2.87  -5.28  15.66  0.09
H  -1.30  -4.98  16.34  0.10
H  -2.35  -2.71  16.37  0.10
H  -2.71  -3.02  14.59  0.09
H  0.17  -3.03  15.63  0.10
H  -0.42  -1.67  14.75  0.09
H  -0.34  -5.89  14.27  0.08
H  -1.76  -5.46  13.26  0.07
C  -0.30  -14.84  16.33  -0.07
C  -1.60  -14.73  17.16  -0.48
C  -2.79  -14.04  16.40  -0.32
F  -2.60  -12.72  16.21  0.09
F  -3.18  -14.69  15.30  0.10
F  -2.04  -15.91  17.63  0.14
F  -1.37  -13.95  18.18  0.16
O  0.17  -13.55  16.07  0.03
C  0.81  -13.35  14.83  -0.51
C  1.52  -11.98  14.54  -0.24
F  2.15  -11.94  13.28  0.04
F  0.79  -10.88  14.55  0.12
F  1.64  -14.37  14.53  0.16
F  -0.21  -13.32  13.99  0.16
H  -0.62  -15.43  15.47  0.15
H  0.44  -15.38  16.92  0.15
H  -3.70  -14.01  17.00  0.17
H  2.37  -11.86  15.22  0.16
C  -5.88  -9.42  14.39  0.04
C  -6.22  -10.72  15.28  -0.40
C  -5.70  -12.10  14.68  -0.34
F  -6.27  -13.21  15.07  0.14
F  -5.76  -12.16  13.35  0.09
F  -5.63  -10.65  16.51  0.10
F  -7.51  -10.78  15.53  0.13
O  -4.57  -9.61  13.76  0.04
C  -3.58  -8.88  14.20  -0.58
C  -2.29  -8.97  13.49  -0.32
F  -1.39  -8.11  14.04  0.10
F  -1.80  -10.19  13.48  0.15
F  -3.95  -7.60  14.13  0.15
F  -3.37  -9.25  15.55  0.10
H  -5.93  -8.56  15.06  0.14
H  -6.59  -9.32  13.57  0.13
H  -4.63  -12.23  14.82  0.15
H  -2.52  -8.66  12.47  0.17

Properties
Frontier orbital gap in eV: 9.428
Molecular weight in g mol⁻¹: 1065.0
Highest occupied orbital energy in eV: -9.739
Charge: 0

=====

Entry 2:
A structure of composition C30H48FeNO5S3Si. Source: the OMol25 dataset; level of theory: the ωB97M-V functional and the def2-TZVPD basis.

Last column: Löwdin charge in e.
Element x y z (Å)
Fe  0.62  -0.20  -1.01  0.69
C  -1.44  2.46  1.19  0.00
C  -1.27  2.51  -0.32  -0.57
C  -2.48  3.11  -1.00  -0.01
C  -0.01  3.27  -0.68  -0.03
O  -1.08  1.12  -0.83  -0.28
Si  -2.29  -0.07  -0.93  -0.09
S  -0.97  -1.69  -1.37  0.55
O  -2.92  -0.21  0.54  -0.15
C  -4.24  -0.60  1.03  -0.61
C  -4.64  -1.91  0.37  -0.01
C  -4.06  -0.77  2.53  -0.02
C  -5.23  0.51  0.71  -0.01
O  -3.40  0.21  -2.04  -0.14
C  -3.51  0.16  -3.50  -0.61
C  -2.19  0.59  -4.13  -0.03
C  -3.86  -1.27  -3.88  -0.02
C  -4.63  1.12  -3.85  -0.01
H  -1.48  3.48  1.58  0.11
H  -0.60  1.95  1.66  0.07
H  -2.37  1.95  1.47  0.08
H  -2.61  4.13  -0.65  0.11
H  -3.39  2.56  -0.75  0.08
H  -2.36  3.13  -2.08  0.09
H  -0.08  4.28  -0.28  0.11
H  0.11  3.33  -1.76  0.08
H  0.87  2.80  -0.23  0.08
H  -3.89  -2.68  0.58  0.09
H  -4.73  -1.79  -0.71  0.08
H  -5.60  -2.25  0.75  0.10
H  -3.34  -1.56  2.74  0.08
H  -5.01  -1.05  2.99  0.10
H  -3.72  0.16  2.98  0.09
H  -5.29  0.67  -0.36  0.08
H  -4.93  1.44  1.20  0.09
H  -6.22  0.24  1.08  0.10
H  -1.40  -0.13  -3.90  0.06
H  -1.90  1.58  -3.77  0.08
H  -2.30  0.63  -5.21  0.10
H  -3.08  -1.96  -3.56  0.07
H  -3.97  -1.36  -4.96  0.10
H  -4.80  -1.57  -3.42  0.09
H  -4.36  2.14  -3.57  0.09
H  -5.54  0.83  -3.34  0.10
H  -4.81  1.10  -4.93  0.10
O  2.12  -1.47  -1.19  -0.65
S  3.38  -2.30  -1.41  1.11
C  3.33  -3.61  -0.16  -0.30
C  3.56  -3.26  1.30  -0.19
C  2.67  -2.18  1.90  -0.22
C  1.18  -2.49  1.84  -0.29
S  0.15  -1.01  1.96  1.08
O  0.81  -0.04  0.94  -0.60
C  0.69  -0.36  3.52  -0.40
C  1.57  0.71  3.59  -0.07
C  1.94  1.19  4.84  -0.05
C  1.43  0.59  5.99  -0.04
C  0.55  -0.48  5.90  -0.05
C  0.16  -0.95  4.66  -0.07
C  4.75  -1.31  -0.86  -0.40
C  6.02  -1.79  -1.17  -0.07
C  7.13  -1.07  -0.76  -0.04
C  6.96  0.13  -0.08  -0.04
C  5.69  0.61  0.20  -0.05
C  4.57  -0.11  -0.19  -0.08
H  4.09  -4.32  -0.50  0.11
H  2.36  -4.09  -0.35  0.10
H  4.60  -2.96  1.43  0.12
H  3.45  -4.19  1.86  0.13
H  2.84  -1.24  1.38  0.07
H  2.96  -2.02  2.94  0.13
H  0.84  -3.16  2.63  0.12
H  0.87  -2.92  0.88  0.07
H  1.95  1.17  2.69  0.11
H  2.61  2.03  4.92  0.12
H  1.72  0.97  6.96  0.12
H  0.15  -0.93  6.80  0.12
H  -0.55  -1.77  4.58  0.12
H  6.14  -2.71  -1.73  0.12
H  8.12  -1.43  -0.99  0.12
H  7.83  0.69  0.23  0.12
H  5.57  1.55  0.72  0.12
H  3.57  0.26  0.02  0.09
C  3.02  2.60  -3.93  0.00
C  2.28  1.76  -3.01  -0.13
N  1.70  1.10  -2.28  0.17
H  2.32  3.06  -4.63  0.11
H  3.74  2.00  -4.48  0.11
H  3.54  3.38  -3.37  0.11

Properties
Frontier orbital gap (spin up / spin down) in eV: 10.043 / 7.565
Molecular weight in g mol⁻¹: 682.8
⟨S²⟩: 8.77
Highest occupied orbital energy (spin up / spin down) in eV: -14.431 / -14.426
Spin multiplicity: 6
Charge: +2

=====

no.,total energy (eV)
1,-154106.941
2,-118379.639